No. 1
This record from the Open Molecules 2025 dataset describes a molecular structure, C6H5AgFI. The level of theory is ωB97M-V/def2-TZVPD.

```
14
C6H5AgFI, DFT ωB97M-V/def2-TZVPD
Ag -6.526 3.715 -20.188
I -5.618 6.267 -21.061
F -2.121 10.256 -21.382
C -2.329 10.169 -20.110
C -1.546 10.897 -19.182
C -1.657 10.578 -17.834
C -2.476 9.613 -17.380
C -3.329 8.949 -18.267
C -3.316 9.197 -19.645
H -0.914 11.690 -19.552
H -0.919 11.086 -17.230
H -2.508 9.176 -16.393
H -4.004 8.186 -17.910
H -3.822 8.516 -20.314
```

Values from the calculation:
⟨S²⟩ = 2.0042
Kohn-Sham gap (alpha / beta) = 6.9221 / 5.0849 eV
LUMO (alpha / beta) = 0.02375 / -0.15037 Ha
2S+1 = 3



No. 2
This record from the Open Molecules 2025 dataset describes a molecular structure, C29H38CaN4O2P2. The level of theory is ωB97M-V/def2-TZVPD.

```
76
C29H38CaN4O2P2, DFT ωB97M-V/def2-TZVPD
Ca 2.083 2.131 2.147
C -0.613 -4.413 -3.966
C -0.945 -3.121 -4.048
C -2.318 -2.534 -3.933
C -3.386 -3.408 -3.233
C -3.053 -3.778 -1.813
C -2.342 -4.822 -1.373
C -1.727 -5.911 -2.206
C -1.505 -5.597 -3.703
C 1.782 2.070 4.455
H 0.431 -4.709 -4.138
H -0.167 -2.390 -4.301
H -2.696 -2.286 -4.940
H -2.251 -1.577 -3.389
H -4.294 -2.786 -3.174
H -3.641 -4.268 -3.863
H -3.506 -3.094 -1.085
H -2.234 -4.979 -0.293
H -2.351 -6.820 -2.144
H -0.754 -6.181 -1.766
H -0.973 -6.468 -4.118
H -2.467 -5.547 -4.225
H 2.839 1.963 4.700
H 1.212 1.385 5.088
H 1.468 3.085 4.697
P -0.600 0.959 2.114
P 1.073 1.682 -0.377
N -0.774 -0.567 2.970
N -1.895 1.867 2.898
N 1.713 0.213 -1.139
N 1.604 2.867 -1.563
C -1.319 0.548 0.460
C -0.730 1.460 -0.655
C 0.343 -1.291 3.429
C -0.095 -2.506 3.923
C -1.522 -2.538 3.787
C -1.912 -1.344 3.209
C -1.792 2.356 4.219
C -2.820 3.269 4.435
C -3.597 3.336 3.225
C -3.015 2.468 2.309
C 2.868 -0.424 -0.643
C 3.070 -1.597 -1.351
C 2.012 -1.709 -2.308
C 1.198 -0.593 -2.154
C 1.652 2.847 -2.961
C 1.957 4.130 -3.411
C 2.111 4.968 -2.253
C 1.900 4.179 -1.137
H -2.416 0.635 0.508
H -1.082 -0.515 0.267
H -0.964 1.084 -1.664
H -1.179 2.469 -0.587
H 1.341 -0.872 3.358
H 0.522 -3.300 4.324
H -2.173 -3.352 4.078
H -2.890 -0.961 2.952
H -0.989 2.050 4.866
H -2.987 3.850 5.324
H -4.446 3.970 3.046
H -3.269 2.245 1.290
H 3.432 0.015 0.172
H 3.875 -2.306 -1.212
H 1.861 -2.510 -3.019
H 0.288 -0.316 -2.662
H 1.478 1.934 -3.504
H 2.042 4.449 -4.436
H 2.329 6.026 -2.252
H 1.911 4.425 -0.082
C 5.275 4.738 1.812
C 4.014 3.937 1.905
O 2.883 4.353 2.346
O 4.189 2.715 1.484
H 5.305 5.752 2.193
H 5.572 4.779 0.760
H 6.059 4.178 2.329
```

Values from the calculation:
Kohn-Sham gap = 6.6241 eV
LUMO = -0.01662 Ha



No. 3
This record from the Open Molecules 2025 dataset describes 2 unconnected molecules or ions with the total composition C4H11NO. The level of theory is ωB97M-V/def2-TZVPD.

```
17
C4H11NO, DFT ωB97M-V/def2-TZVPD
C 0.860 0.364 -1.437
C 0.257 1.604 -0.977
N -1.114 1.606 -0.959
O 0.848 2.578 -0.594
H 1.712 0.687 -2.046
H 0.369 -0.279 -2.026
H 1.376 -0.078 -0.612
H -1.547 2.322 -0.514
H -1.519 0.770 -1.279
C -0.697 -1.317 0.754
C 0.356 -1.049 1.811
H -0.441 -2.190 0.206
H -1.615 -1.603 1.428
H -0.888 -0.345 0.213
H 0.247 0.001 2.343
H 1.322 -1.157 1.204
H 0.475 -1.915 2.484
```

Values from the calculation:
SMILES string = CC(N)=O.CC
Kohn-Sham gap = 10.8373 eV
LUMO = 0.03342 Ha



No. 4
This record from the Open Molecules 2025 dataset describes a molecular structure, C30H25Cl4FeGeO5. The level of theory is ωB97M-V/def2-TZVPD.

```
66
C30H25Cl4FeGeO5, DFT ωB97M-V/def2-TZVPD
Fe -1.447 0.147 1.399
Cl -5.094 -4.688 4.655
C -4.117 -3.298 4.286
C -3.577 -2.542 5.306
Cl -3.864 -2.961 6.968
C -2.786 -1.424 4.987
Cl -2.086 -0.453 6.249
C -2.532 -1.053 3.673
O -1.804 -0.027 3.336
C -3.099 -1.838 2.599
O -2.849 -1.474 1.393
C -3.876 -2.949 2.950
Cl -4.543 -3.897 1.655
O -4.079 1.958 -1.129
C -3.010 1.446 -0.813
O -2.546 1.439 0.392
C -2.134 0.873 -1.934
C -1.398 -0.448 -1.680
Ge 0.498 -0.362 -1.017
C 0.407 2.839 0.698
C 0.078 2.325 2.058
C -0.126 3.112 3.144
C -0.031 4.517 3.033
C 0.339 5.085 1.794
C 0.554 4.325 0.689
C 1.596 -1.958 -1.482
C 1.094 -3.031 -2.215
C 1.874 -4.145 -2.498
C 3.185 -4.211 -2.048
C 3.701 -3.154 -1.308
C 2.912 -2.047 -1.029
C 1.200 0.652 -2.753
C 2.556 0.999 -2.806
C 3.151 1.544 -3.936
C 2.397 1.766 -5.082
C 1.055 1.418 -5.072
C 0.479 0.871 -3.928
H -1.412 1.663 -2.176
H -2.794 0.792 -2.801
H -1.260 -0.951 -2.644
H -1.996 -1.122 -1.061
H 0.213 1.252 2.186
H -0.374 2.640 4.087
H -0.225 5.153 3.886
H 0.442 6.164 1.722
H 0.821 4.800 -0.249
H 0.069 -3.008 -2.573
H 1.455 -4.967 -3.069
H 3.798 -5.077 -2.267
H 4.722 -3.196 -0.944
H 3.326 -1.230 -0.447
H 3.171 0.832 -1.929
H 4.206 1.798 -3.920
H 2.850 2.201 -5.966
H 0.446 1.574 -5.957
H -0.571 0.610 -3.980
C 1.656 2.160 0.078
O 1.633 0.776 0.014
C 0.012 -0.953 0.934
C 0.774 -2.024 1.588
H 2.526 2.459 0.680
H -0.428 2.585 0.018
H 1.786 2.599 -0.925
H 1.827 -1.709 1.527
H 0.735 -2.959 1.015
H 0.518 -2.214 2.635
```

Values from the calculation:
⟨S²⟩ = 8.9436
Charge = -2
Kohn-Sham gap (alpha / beta) = 5.9679 / 5.8729 eV
LUMO (alpha / beta) = 0.16032 / 0.14933 Ha
2S+1 = 6



No. 5
This record from the Open Molecules 2025 dataset describes 3 unconnected molecules or ions with the total composition C3H14NO2. The level of theory is ωB97M-V/def2-TZVPD.

```
20
C3H14NO2, DFT ωB97M-V/def2-TZVPD
C -1.773 -1.406 0.935
C -1.336 0.037 0.732
C -0.174 0.478 1.604
N -0.948 0.336 -0.721
H -2.864 -1.367 0.845
H -1.271 -2.068 0.241
H -1.617 -1.661 1.979
H -2.170 0.703 0.976
H 0.585 -0.319 1.611
H -0.385 0.519 2.678
H 0.336 1.409 1.334
H -1.784 0.262 -1.314
H -0.524 1.239 -0.882
H -0.498 -0.535 -1.031
H 3.436 1.808 -2.724
H 2.758 2.091 -1.327
O 2.962 1.417 -1.985
H 1.916 -1.764 -0.941
H 1.949 -0.237 -1.190
O 1.401 -0.944 -0.819
```

Values from the calculation:
Charge = +1
Kohn-Sham gap = 12.1673 eV
LUMO = -0.11875 Ha



No. 6
This record from the Open Molecules 2025 dataset describes a single C20H40O molecule. The level of theory is ωB97M-V/def2-TZVPD.

```
61
C20H40O, DFT ωB97M-V/def2-TZVPD
C -6.219 -0.720 -1.144
C -5.632 -0.050 0.065
C -5.993 1.177 0.421
C -6.998 2.015 -0.316
O -7.226 3.270 0.279
C -4.601 -0.826 0.834
C -3.278 -0.917 0.064
C -2.263 -1.781 0.810
C -0.866 -1.804 0.175
C -0.926 -2.352 -1.250
C 0.086 -2.640 1.052
C 1.503 -2.076 1.179
C 2.309 -2.116 -0.117
C 3.811 -1.882 0.090
C 4.548 -2.062 -1.237
C 4.140 -0.529 0.737
C 3.659 0.700 -0.031
C 4.111 1.984 0.662
C 3.587 3.265 0.002
C 4.188 3.476 -1.385
C 3.899 4.469 0.889
H -5.947 -0.182 -2.052
H -5.871 -1.745 -1.230
H -7.307 -0.726 -1.084
H -5.565 1.639 1.301
H -7.975 1.518 -0.328
H -6.680 2.142 -1.365
H -6.379 3.718 0.384
H -4.422 -0.352 1.800
H -4.973 -1.837 1.018
H -3.470 -1.337 -0.923
H -2.874 0.089 -0.071
H -2.641 -2.805 0.872
H -2.174 -1.401 1.832
H -0.494 -0.774 0.139
H 0.072 -2.487 -1.655
H -1.465 -1.673 -1.906
H -1.432 -3.316 -1.260
H 0.137 -3.659 0.661
H -0.329 -2.704 2.061
H 1.440 -1.049 1.545
H 2.034 -2.662 1.935
H 1.924 -1.376 -0.820
H 2.188 -3.102 -0.572
H 4.175 -2.655 0.780
H 4.156 -1.388 -1.994
H 5.611 -1.865 -1.115
H 4.430 -3.081 -1.600
H 3.716 -0.506 1.743
H 5.227 -0.465 0.847
H 4.057 0.673 -1.044
H 2.569 0.697 -0.093
H 5.203 2.018 0.683
H 3.764 1.961 1.698
H 2.498 3.182 -0.099
H 3.905 2.675 -2.063
H 3.840 4.415 -1.809
H 5.274 3.510 -1.325
H 3.518 5.385 0.441
H 3.446 4.354 1.871
H 4.974 4.574 1.018
```

Values from the calculation:
SMILES string = C/C(=C\CO)CCC[C@H](C)CCC[C@@H](C)CCCC(C)C
Kohn-Sham gap = 9.7505 eV
LUMO = 0.03011 Ha



No. 7
This record from the Open Molecules 2025 dataset describes a molecular structure, C30H25AuN5O2P. The level of theory is ωB97M-V/def2-TZVPD.

```
64
C30H25AuN5O2P, DFT ωB97M-V/def2-TZVPD
Au 0.604 0.075 0.573
O 4.495 3.809 -0.515
C 3.585 4.003 -1.487
C 3.757 5.015 -2.430
C 2.837 5.215 -3.435
C 1.712 4.396 -3.540
C 1.524 3.404 -2.612
C 2.442 3.188 -1.563
C 2.137 2.131 -0.608
O 0.964 1.519 -0.763
N 2.974 1.802 0.330
N 2.501 0.799 1.077
C 3.142 0.250 2.036
C 2.458 -0.791 2.783
C 3.103 -1.603 3.697
C 2.370 -2.562 4.379
C 1.007 -2.661 4.147
C 0.431 -1.827 3.206
N 1.137 -0.918 2.532
H 5.208 4.452 -0.603
H 4.633 5.650 -2.360
H 2.992 6.016 -4.145
H 0.999 4.544 -4.338
H 0.658 2.760 -2.669
H 4.146 0.570 2.293
H 4.166 -1.490 3.860
H 2.856 -3.214 5.092
H 0.394 -3.366 4.691
H -0.628 -1.868 2.994
N -1.687 -2.033 0.600
P -1.582 -0.444 0.027
C -1.923 -0.482 -1.718
C -0.909 -0.293 -2.655
C -1.197 -0.439 -4.004
C -2.485 -0.763 -4.405
C -3.495 -0.951 -3.467
C -3.223 -0.811 -2.119
C -2.892 0.390 0.886
C -3.412 1.556 0.312
C -4.436 2.233 0.949
C -4.931 1.763 2.159
C -4.393 0.626 2.749
C -3.360 -0.054 2.127
C -0.602 -2.909 0.497
C -0.691 -4.260 0.817
C 0.442 -5.033 0.669
C 1.626 -4.455 0.213
C 1.628 -3.106 -0.055
N 0.530 -2.346 0.093
H -2.585 -2.417 0.857
H 0.088 -0.021 -2.334
H -0.417 -0.302 -4.741
H -2.708 -0.867 -5.459
H -4.495 -1.209 -3.788
H -4.012 -0.947 -1.388
H -3.025 1.914 -0.635
H -4.849 3.129 0.506
H -5.733 2.294 2.654
H -4.775 0.274 3.698
H -2.928 -0.925 2.603
H -1.627 -4.687 1.151
H 0.407 -6.089 0.901
H 2.522 -5.042 0.072
H 2.521 -2.592 -0.392
```

Values from the calculation:
Charge = +2
Kohn-Sham gap = 5.4463 eV
LUMO = -0.28500 Ha



No. 8
This record from the Open Molecules 2025 dataset describes a molecular structure, C17H49CrN8O11. The level of theory is ωB97M-V/def2-TZVPD.

```
86
C17H49CrN8O11, DFT ωB97M-V/def2-TZVPD
Cr 19.087 -20.065 9.154
C 19.212 -20.872 13.231
C 18.990 -20.663 11.737
O 18.951 -21.645 11.006
O 18.895 -19.502 11.271
H 18.271 -21.153 13.704
H 19.513 -19.964 13.754
H 19.813 -21.748 13.479
C 16.986 -23.959 12.927
O 16.429 -24.882 13.465
N 18.258 -23.978 12.614
N 16.339 -22.925 12.401
H 18.954 -24.586 13.022
H 18.566 -23.239 11.998
H 15.329 -22.944 12.399
H 16.833 -22.284 11.797
C 16.432 -20.230 17.492
O 16.117 -19.079 17.265
N 16.431 -20.836 18.636
N 17.043 -20.924 16.585
H 16.604 -21.831 18.617
H 16.072 -20.362 19.452
H 17.325 -21.863 16.827
H 17.086 -20.609 15.627
C 20.699 -22.880 8.318
O 19.732 -22.056 8.323
N 21.786 -22.822 7.624
N 20.723 -23.838 9.227
H 21.761 -22.067 6.954
H 22.459 -23.575 7.590
H 21.639 -24.244 9.354
H 19.940 -24.338 9.623
C 21.335 -24.707 12.349
O 20.700 -25.198 13.486
C 21.480 -26.202 14.136
C 22.690 -25.727 15.011
N 22.320 -25.120 16.263
C 21.896 -23.751 16.069
C 21.722 -23.076 17.411
O 20.342 -23.111 17.848
C 20.163 -22.255 19.008
H 20.929 -23.728 12.093
H 21.247 -25.383 11.499
H 22.380 -24.443 12.516
H 21.876 -27.011 13.523
H 20.741 -26.660 14.793
H 23.250 -24.945 14.499
H 23.374 -26.538 15.261
H 21.602 -25.716 16.650
H 20.875 -23.739 15.689
H 22.587 -23.183 15.447
H 22.009 -22.028 17.334
H 22.284 -23.612 18.176
H 20.397 -21.205 18.831
H 20.442 -22.628 19.994
H 19.085 -22.230 19.165
C 26.556 -23.073 11.367
O 25.186 -23.031 11.448
C 24.546 -22.138 10.548
C 23.354 -21.539 11.359
N 23.126 -20.134 11.061
C 22.653 -19.513 12.330
C 22.042 -18.189 12.070
O 22.901 -17.286 11.399
C 22.268 -16.347 10.512
H 27.039 -22.096 11.331
H 26.884 -23.723 10.557
H 26.991 -23.612 12.209
H 24.303 -22.725 9.663
H 25.167 -21.272 10.318
H 23.502 -21.732 12.421
H 22.565 -22.165 10.943
H 23.989 -19.670 10.817
H 23.469 -19.382 13.040
H 21.868 -20.041 12.871
H 21.778 -17.636 12.971
H 21.200 -18.520 11.462
H 21.262 -16.067 10.823
H 22.034 -16.713 9.512
H 22.866 -15.439 10.435
O 18.396 -17.925 8.933
H 17.621 -17.597 8.478
H 18.528 -17.311 9.655
O 15.765 -18.924 12.033
H 16.587 -18.837 11.550
H 15.088 -18.699 11.396
```

Values from the calculation:
⟨S²⟩ = 6.0190
Charge = +1
Kohn-Sham gap (alpha / beta) = 5.3440 / 5.8968 eV
LUMO (alpha / beta) = -0.18744 / -0.16713 Ha
2S+1 = 5



no.,strongest force on any atom (eV/Å),calculated total energy (hartree)
1,4.3,-776.04440
2,3.6,-2857.64471
3,4.7,-288.96832
4,1.7,-6715.75669
5,3.4,-327.69274
6,0.5,-861.28374
7,2.0,-2058.97885
8,5.1,-2987.00944